Record 1
{
  "formula": "C7H17NO2",
  "method": "ωB97M-V/def2-TZVPD",
  "symbols": ["C", "C", "C", "C", "C", "C", "C", "N", "O", "O", "H", "H", "H", "H", "H", "H", "H", "H", "H", "H", "H", "H", "H", "H", "H", "H", "H"],
  "xyz": [[1.598, -0.239, -0.230], [-0.688, -0.272, -0.185], [-2.364, 1.530, 0.879], [-0.367, 0.709, 0.766], [1.861, -1.659, -0.684], [2.489, 0.182, 0.909], [-1.207, -1.616, 0.246], [-1.029, 0.114, -1.476], [1.769, 0.678, -1.283], [-2.465, 2.254, -0.358], [1.110, 0.454, -1.961], [-1.968, 3.074, -0.264], [-1.850, -0.351, -1.848], [-1.125, 1.125, -1.584], [-2.394, 2.207, 1.737], [-3.192, 0.822, 0.918], [0.019, 1.659, 0.421], [-0.174, 0.398, 1.782], [1.710, -2.371, 0.130], [2.897, -1.776, -1.041], [1.215, -1.944, -1.519], [3.551, 0.114, 0.627], [2.329, 1.229, 1.180], [2.331, -0.449, 1.786], [-0.983, -2.378, -0.505], [-0.778, -1.918, 1.200], [-2.295, -1.573, 0.358]],
  "homo_lumo_gap_ev": [6.7873, 6.7866],
  "relative_energy_ev": 5.3011,
  "e_lumo_ev": [0.787, 0.787],
  "e_homo_ha": [-0.2205, -0.2205]
}

Record 2
{
  "formula": "C30H51BrN4O5S2",
  "method": "ωB97M-V/def2-TZVPD",
  "symbols": ["C", "C", "C", "C", "C", "C", "Br", "C", "N", "C", "S", "O", "S", "O", "O", "C", "C", "C", "C", "C", "C", "C", "C", "C", "C", "C", "C", "N", "C", "C", "H", "H", "H", "H", "H", "H", "H", "H", "H", "H", "H", "H", "H", "H", "H", "H", "H", "H", "H", "H", "H", "H", "H", "H", "H", "H", "H", "H", "H", "C", "O", "C", "C", "C", "N", "H", "H", "H", "H", "H", "H", "H", "H", "H", "H", "H", "C", "O", "C", "C", "C", "N", "H", "H", "H", "H", "H", "H", "H", "H", "H", "H", "H"],
  "xyz": [[-0.646, 3.733, -0.001], [-0.992, 2.696, 0.492], [-1.502, 1.427, 1.078], [-0.397, 0.978, 2.072], [0.361, 2.118, 2.803], [1.750, 2.436, 2.216], [0.656, 1.470, 4.670], [-1.566, 0.396, -0.113], [-1.475, 1.063, -1.430], [-1.330, 0.355, -2.409], [-1.355, -0.459, -3.743], [-2.708, -0.446, -0.037], [-4.129, 0.262, -0.321], [-5.123, -0.650, 0.162], [-4.263, 0.612, -1.702], [-4.054, 1.771, 0.716], [-4.034, 2.959, -0.270], [-4.088, 4.364, 0.344], [-4.048, 5.391, -0.784], [-2.964, 6.262, -0.877], [-2.897, 7.184, -1.914], [-3.906, 7.235, -2.870], [-4.992, 6.377, -2.769], [-5.066, 5.455, -1.732], [-2.918, 1.642, 1.759], [-3.164, 0.414, 2.722], [-4.608, 0.059, 3.110], [-2.770, 2.847, 2.593], [-3.964, 3.318, 3.317], [-3.793, 3.218, 4.837], [-0.166, 4.577, -0.436], [0.374, 0.472, 1.485], [-0.720, 0.246, 2.804], [-0.228, 3.017, 2.930], [2.134, 1.612, 1.623], [2.419, 2.680, 3.037], [1.664, 3.349, 1.627], [-0.713, -0.278, -0.067], [-5.037, 1.779, 1.185], [-3.207, 2.918, -0.976], [-4.931, 2.858, -0.883], [-3.236, 4.575, 0.982], [-5.022, 4.526, 0.889], [-2.169, 6.237, -0.143], [-2.064, 7.867, -2.028], [-3.869, 7.930, -3.698], [-5.784, 6.406, -3.507], [-5.898, 4.767, -1.634], [-2.620, 0.597, 3.651], [-2.707, -0.486, 2.308], [-5.319, 0.025, 2.294], [-4.605, -0.925, 3.580], [-4.979, 0.749, 3.872], [-2.098, 2.622, 3.315], [-4.889, 2.824, 3.023], [-4.098, 4.382, 3.098], [-2.779, 3.514, 5.124], [-3.958, 2.205, 5.208], [-4.478, 3.891, 5.353], [3.375, -4.287, -2.205], [2.499, -3.207, -2.480], [2.926, -2.328, -3.499], [2.671, -2.816, -4.933], [3.632, -3.906, -5.399], [1.295, -3.285, -5.120], [4.422, -3.996, -2.316], [3.160, -5.144, -2.849], [3.210, -4.597, -1.175], [2.345, -1.413, -3.351], [3.984, -2.064, -3.356], [2.819, -1.951, -5.587], [3.371, -4.882, -4.993], [3.599, -3.992, -6.485], [4.661, -3.677, -5.111], [0.660, -2.517, -4.920], [1.101, -3.964, -4.388], [6.940, -4.834, -0.909], [5.775, -5.602, -0.670], [5.982, -6.803, 0.051], [6.109, -6.633, 1.571], [7.453, -6.068, 2.024], [5.036, -5.805, 2.130], [7.814, -5.471, -1.075], [7.139, -4.143, -0.087], [6.765, -4.241, -1.807], [5.093, -7.409, -0.144], [6.840, -7.351, -0.360], [6.016, -7.633, 2.004], [7.514, -4.990, 1.874], [7.593, -6.251, 3.088], [8.281, -6.537, 1.489], [4.139, -6.244, 1.940], [5.006, -4.937, 1.602]],
  "homo_lumo_gap_ev": 9.3278,
  "e_lumo_ev": 0.242,
  "smiles": "C#C[C@]1(C[C@H](C)Br)[C@H](N=C=S)OS(=O)(=O)[C@H](CCc2ccccc2)[C@]1(CC)NCC.COC[C@@H](C)N.COC[C@@H](C)N",
  "e_homo_ha": -0.3339
}

Record 3
{
  "formula": "C7H11N3O2",
  "method": "ωB97M-V/def2-TZVPD",
  "symbols": ["C", "C", "C", "C", "C", "C", "C", "N", "N", "N", "O", "O", "H", "H", "H", "H", "H", "H", "H", "H", "H", "H", "H"],
  "xyz": [[1.241, 0.887, -1.130], [2.480, 1.011, 1.086], [2.253, -0.918, -0.106], [1.950, 1.812, -0.069], [-0.796, -0.201, -0.410], [-2.952, 0.480, 0.633], [-2.644, -1.806, -0.374], [-0.077, 0.711, -0.746], [2.482, -0.281, 1.011], [-2.036, -0.443, -0.098], [2.407, -2.303, -0.185], [2.007, -0.347, -1.233], [1.520, 1.312, -2.140], [2.852, 1.439, 2.116], [2.915, 2.315, -0.367], [1.313, 2.610, 0.255], [-2.486, 1.327, 1.201], [-3.598, 1.115, -0.021], [-3.645, 0.100, 1.448], [-1.816, -2.342, -0.824], [-2.995, -2.113, 0.563], [-3.467, -1.736, -1.075], [3.093, -2.627, 0.464]],
  "homo_lumo_gap_ev": [6.5131, 7.7737],
  "relative_energy_ev": 5.4073,
  "e_lumo_ev": [0.380, 0.824],
  "e_homo_ha": [-0.2254, -0.2554]
}

Record 4
{
  "formula": "C6H11IrN5O4SbSe4",
  "method": "ωB97M-V/def2-TZVPD",
  "symbols": ["Ir", "O", "C", "O", "C", "O", "O", "Se", "Sb", "Se", "Se", "Se", "C", "N", "C", "C", "N", "N", "C", "N", "N", "H", "H", "H", "H", "H", "H", "H", "H", "H", "H", "H"],
  "xyz": [[-1.318, 1.336, 0.561], [2.579, 2.314, -0.619], [1.402, 2.149, -0.332], [0.944, 1.731, 0.765], [-0.232, 1.320, -1.989], [-0.226, 1.396, -3.264], [-1.343, 0.954, -1.385], [-2.931, 5.216, 3.904], [-3.543, 3.541, 2.286], [-1.972, 3.469, 0.167], [-2.199, 1.268, 2.692], [-5.884, 3.216, 1.831], [1.719, -3.181, 0.409], [0.332, -2.745, 0.357], [-0.464, -3.353, 1.404], [0.079, -1.399, 0.058], [-0.734, -0.670, 0.761], [0.688, -0.987, -1.081], [0.936, 0.240, -1.634], [2.049, 0.294, -2.462], [0.387, 2.531, -1.312], [1.737, -4.271, 0.411], [2.216, -2.812, 1.315], [2.283, -2.835, -0.454], [-0.333, -4.432, 1.335], [-1.518, -3.132, 1.249], [-0.169, -3.033, 2.414], [-1.053, -1.140, 1.600], [1.218, -1.714, -1.551], [2.778, 0.886, -2.044], [1.788, 0.717, -3.355], [0.784, 3.128, -2.037]],
  "s2": 1.23,
  "total_charge": -1,
  "homo_lumo_gap_ev": [5.9174, 5.2881],
  "relative_energy_ev": 6.0341,
  "e_lumo_ev": [1.108, 0.479],
  "e_homo_ha": [-0.1767, -0.1767],
  "multiplicity": 2
}

Record 5
{
  "formula": "C21H56BF4O21PtS7",
  "method": "ωB97M-V/def2-TZVPD",
  "symbols": ["Pt", "B", "F", "F", "F", "F", "O", "S", "O", "O", "C", "C", "C", "H", "H", "H", "H", "H", "H", "H", "H", "O", "S", "O", "O", "C", "C", "C", "H", "H", "H", "H", "H", "H", "H", "H", "O", "S", "O", "O", "C", "C", "C", "H", "H", "H", "H", "H", "H", "H", "H", "O", "S", "O", "O", "C", "C", "C", "H", "H", "H", "H", "H", "H", "H", "H", "O", "S", "O", "O", "C", "C", "C", "H", "H", "H", "H", "H", "H", "H", "H", "O", "S", "O", "O", "C", "C", "C", "H", "H", "H", "H", "H", "H", "H", "H", "O", "S", "O", "O", "C", "C", "C", "H", "H", "H", "H", "H", "H", "H", "H"],
  "xyz": [[-1.706, 1.029, 4.014], [-1.920, -0.367, -0.785], [-0.939, -0.031, 0.084], [-2.064, -1.726, -0.802], [-3.042, 0.197, -0.328], [-1.638, 0.147, -2.020], [0.470, -4.491, 5.202], [1.047, -5.862, 5.301], [2.458, -6.051, 5.709], [0.032, -6.833, 6.214], [0.510, -8.214, 6.347], [0.413, -8.672, 7.781], [0.752, -6.672, 3.657], [1.490, -8.420, 5.916], [-0.111, -8.820, 5.688], [-0.586, -8.674, 8.216], [1.007, -7.992, 8.391], [0.733, -9.713, 7.825], [-0.286, -6.991, 3.570], [1.482, -7.480, 3.608], [1.090, -5.837, 3.043], [-0.025, 7.122, 0.430], [-1.247, 7.259, 1.186], [-1.658, 6.173, 2.131], [-1.116, 8.730, 2.048], [-1.989, 8.914, 3.146], [-1.736, 10.313, 3.668], [-2.715, 7.623, 0.070], [-1.784, 8.123, 3.867], [-3.029, 8.740, 2.870], [-1.603, 11.115, 2.943], [-0.828, 10.454, 4.253], [-2.438, 10.596, 4.452], [-3.653, 7.517, 0.616], [-2.696, 6.942, -0.781], [-2.642, 8.635, -0.328], [4.289, -2.068, -0.475], [5.187, -1.681, -1.580], [6.579, -1.263, -1.390], [5.146, -2.896, -2.768], [3.908, -3.437, -3.130], [3.752, -3.331, -4.636], [4.393, -0.340, -2.493], [3.000, -2.941, -2.786], [3.935, -4.477, -2.805], [3.763, -2.278, -4.917], [2.945, -3.798, -5.200], [4.603, -3.843, -5.086], [4.464, 0.583, -1.918], [3.342, -0.626, -2.550], [4.967, -0.297, -3.419], [4.104, 5.524, -8.530], [4.060, 4.635, -7.350], [4.838, 3.361, -7.262], [4.281, 5.502, -5.899], [4.456, 6.869, -6.019], [3.132, 7.577, -6.211], [2.282, 4.264, -7.121], [5.105, 7.126, -6.857], [4.912, 7.130, -5.064], [2.591, 7.265, -7.105], [3.303, 8.650, -6.301], [2.582, 7.369, -5.293], [1.880, 3.599, -7.886], [1.635, 5.129, -6.978], [2.372, 3.679, -6.206], [-7.633, -3.632, -7.623], [-6.513, -2.792, -7.142], [-5.504, -2.307, -8.067], [-7.214, -1.591, -6.201], [-6.464, -0.464, -5.906], [-7.107, 0.116, -4.636], [-5.556, -3.701, -5.797], [-6.480, 0.158, -6.800], [-5.418, -0.707, -5.718], [-7.251, -0.631, -3.856], [-8.097, 0.540, -4.800], [-6.431, 0.859, -4.213], [-5.566, -4.743, -6.116], [-6.046, -3.704, -4.824], [-4.518, -3.376, -5.879], [5.650, 4.260, 5.347], [5.540, 3.009, 4.593], [4.284, 2.504, 4.113], [6.639, 3.090, 3.320], [7.793, 3.932, 3.365], [8.135, 4.382, 1.881], [6.449, 1.713, 5.621], [8.605, 3.429, 3.889], [7.625, 4.834, 3.954], [7.356, 5.080, 1.574], [8.058, 3.641, 1.086], [9.118, 4.838, 1.762], [5.881, 1.521, 6.531], [7.411, 2.185, 5.821], [6.485, 0.876, 4.925], [-7.247, -4.908, 4.908], [-6.181, -4.800, 3.952], [-5.300, -3.615, 4.071], [-5.293, -6.123, 3.922], [-5.832, -7.450, 3.893], [-6.231, -8.008, 5.263], [-6.944, -4.947, 2.272], [-5.082, -8.124, 3.478], [-6.692, -7.468, 3.224], [-6.276, -9.089, 5.134], [-7.171, -7.609, 5.644], [-5.574, -7.880, 6.123], [-7.732, -5.694, 2.372], [-6.170, -5.380, 1.638], [-7.344, -3.991, 1.934]],
  "s2": 2.03,
  "total_charge": 1,
  "homo_lumo_gap_ev": [4.1839, 1.5844],
  "relative_energy_ev": 1.6723,
  "e_lumo_ev": [-8.078, -10.677],
  "e_homo_ha": [-0.4506, -0.4506],
  "multiplicity": 3
}